(1)
This record from OMol25 describes C4H5N3S in the gas phase in a non-equilibrium geometry. The level of theory is wB97M-V/def2-TZVPD.

Calculated values
**Lowest unoccupied orbital energy**: -1.5 eV
**F_max**: 0.1258 hartree/bohr
**Highest occupied orbital energy**: -8.00 eV
**HOMO-LUMO gap**: 6.52 eV

ORCA input file:
```
! wB97M-V def2-TZVPD RIJCOSX def2/J DEFGRID3
* xyz 0 1
C -0.271 -0.900 -1.560
C 0.050 0.045 -0.668
C 0.261 1.464 -0.780
S 1.097 2.216 -2.238
N 0.343 1.997 0.417
C 0.095 1.068 1.320
N 0.001 -0.147 0.781
N -0.182 -1.178 1.640
H -0.456 -0.626 -2.636
H -0.489 -1.875 -1.427
H -0.231 1.512 2.425
H -0.961 -1.823 0.889
H 0.743 -1.752 1.837
*
```

(2)
This record from OMol25 describes a molecular structure, C5H8N in a non-equilibrium geometry. The level of theory is wB97M-V/def2-TZVPD.

Calculated values
**Lowest unoccupied orbital energy**: -4.9 eV
**F_max**: 0.0890 hartree/bohr
**Highest occupied orbital energy**: -15.81 eV
**HOMO-LUMO gap**: 10.95 eV

ORCA input file:
```
! wB97M-V def2-TZVPD RIJCOSX def2/J DEFGRID3
* xyz 1 1
C -1.147 0.023 0.851
C -1.242 -0.732 -0.489
C 0.700 1.236 -0.660
C 1.395 -0.591 0.348
C 0.295 0.403 0.476
N 0.572 -0.194 -0.820
H -1.873 0.809 0.815
H -1.093 -0.496 1.806
H -1.263 -1.737 -0.616
H -1.927 -0.242 -1.130
H 0.054 1.864 -1.250
H 1.772 1.478 -0.397
H 2.450 -0.234 0.323
H 1.308 -1.588 0.743
*
```

(3)
This record from OMol25 describes C3H5FO in the gas phase in a non-equilibrium geometry. The level of theory is wB97M-V/def2-TZVPD.

Calculated values
**Lowest unoccupied orbital energy**: 0.3 eV
**F_max**: 0.1664 hartree/bohr
**Highest occupied orbital energy**: -10.17 eV
**HOMO-LUMO gap**: 10.43 eV

ORCA input file:
```
! wB97M-V def2-TZVPD RIJCOSX def2/J DEFGRID3
* xyz 0 1
O -2.403 -0.863 -0.278
C -1.345 -0.146 0.186
C -0.177 0.712 -0.335
C 1.049 -0.257 0.006
F 0.745 -1.548 -0.233
H -1.111 -0.333 1.196
H 0.066 1.687 0.209
H 0.078 0.867 -1.360
H 1.117 -0.298 1.127
H 1.980 0.179 -0.517
*
```

(4)
This record from OMol25 describes 7 unconnected molecules or ions with the total composition C21H54O19P4 in a non-equilibrium geometry. The level of theory is wB97M-V/def2-TZVPD.

Calculated values
**Lowest unoccupied orbital energy**: 0.4 eV
**F_max**: 0.2580 hartree/bohr
**Highest occupied orbital energy**: -9.64 eV
**HOMO-LUMO gap**: 10.03 eV

ORCA input file:
```
! wB97M-V def2-TZVPD RIJCOSX def2/J DEFGRID3
* xyz 0 1
C 1.226 0.587 2.645
O 2.232 -0.032 1.918
P 1.806 -1.044 0.704
O 0.314 -1.179 0.699
O 2.345 -0.245 -0.622
C 2.134 1.188 -0.818
O 2.562 -2.499 0.671
C 2.531 -3.269 -0.495
H 1.005 -0.004 3.619
H 0.243 0.813 2.191
H 1.733 1.778 2.862
H 2.758 1.677 0.090
H 1.269 1.340 -0.687
H 2.515 1.436 -1.725
H 3.073 -2.802 -1.165
H 1.538 -3.337 -0.835
H 3.055 -4.259 -0.192
C 1.494 -3.653 3.702
O 0.571 -2.833 2.846
P -0.815 -3.297 2.307
O -1.292 -4.465 3.149
O -1.749 -1.909 2.373
C -3.061 -1.986 1.944
O -0.697 -3.855 0.737
C -0.276 -5.197 0.514
H 2.405 -3.376 3.935
H 1.353 -4.510 3.074
H 0.886 -3.753 4.610
H -3.901 -1.136 2.033
H -3.586 -2.866 2.276
H -2.949 -2.275 1.014
H 0.742 -5.382 0.966
H -0.223 -5.485 -0.581
H -0.769 -6.076 0.911
C 2.605 -0.391 -4.704
O 1.510 -1.005 -5.322
P 0.433 -1.882 -4.551
O -0.696 -2.235 -5.332
O 1.257 -3.212 -4.282
C 1.345 -4.275 -5.211
O 0.155 -1.421 -2.972
C -0.888 -2.064 -2.220
H 2.215 0.471 -4.141
H 3.265 -0.063 -5.533
H 3.272 -1.090 -4.173
H 1.089 -3.682 -6.200
H 0.662 -4.866 -5.005
H 2.552 -4.641 -5.372
H -1.648 -1.779 -2.909
H -0.934 -1.865 -1.250
H -0.741 -3.112 -2.273
C 0.415 3.624 -3.612
O -0.211 3.341 -4.847
P -1.350 2.228 -4.913
O -0.669 0.872 -4.933
O -2.274 2.355 -3.462
C -2.071 1.367 -2.504
O -2.310 2.363 -6.173
C -2.027 3.283 -7.124
H -0.287 4.030 -2.985
H 1.487 4.018 -3.674
H 0.724 2.616 -3.301
H -1.089 1.145 -2.262
H -2.616 0.418 -2.820
H -2.461 1.787 -1.573
H -2.006 4.495 -6.866
H -2.578 3.134 -7.975
H -1.011 3.215 -7.626
C 0.997 4.461 2.166
C 0.683 4.935 0.699
C -0.365 5.958 0.476
O 1.407 4.430 -0.145
H 1.836 3.826 2.356
H 0.063 3.868 2.473
H 0.671 5.281 2.853
H -0.014 6.801 0.700
H -1.244 5.624 1.083
H -0.599 6.007 -0.597
C -4.008 1.757 0.914
C -2.902 2.258 1.761
C -2.793 1.728 3.233
O -2.051 3.079 1.375
H -4.013 0.715 0.692
H -4.158 2.392 0.106
H -5.002 1.620 1.312
H -3.851 1.956 3.735
H -1.961 2.276 3.750
H -2.412 0.727 3.197
C 0.687 0.520 7.362
C 1.179 -0.958 7.593
C 2.218 -1.397 6.617
O 0.629 -1.707 8.397
H 0.236 0.942 6.441
H 1.515 1.248 7.254
H 0.138 0.808 8.347
H 2.182 -0.820 5.717
H 2.188 -2.411 6.443
H 3.146 -1.169 7.129
*
```

(5)
This record from OMol25 describes 2 unconnected molecules or ions with the total composition C4H13N2. The level of theory is wB97M-V/def2-TZVPD.

Calculated values
**Lowest unoccupied orbital energy**: -3.3 eV
**F_max**: 0.0062 hartree/bohr
**Highest occupied orbital energy**: -15.81 eV
**HOMO-LUMO gap**: 12.55 eV

ORCA input file:
```
! wB97M-V def2-TZVPD RIJCOSX def2/J DEFGRID3
* xyz 1 1
C 0.917 0.532 1.864
C -0.214 -2.503 -0.999
C 1.003 0.910 0.384
C -0.330 1.042 -0.274
N -1.324 0.283 0.113
N -0.501 1.944 -1.217
H 0.193 1.154 2.385
H 1.884 0.695 2.327
H 0.661 -0.515 2.008
H -0.538 -2.512 0.033
H 0.844 -2.266 -1.053
H -0.365 -3.491 -1.417
H 1.549 1.847 0.271
H 1.563 0.138 -0.149
H -1.193 -0.416 0.830
H -2.237 0.346 -0.314
H -1.387 2.058 -1.691
H 0.256 2.537 -1.521
H -0.782 -1.785 -1.579
*
```

(6)
This record from OMol25 describes 8 unconnected molecules or ions with the total composition C24H68N4O8 in a non-equilibrium geometry. The level of theory is wB97M-V/def2-TZVPD.

Calculated values
**Lowest unoccupied orbital energy**: 0.4 eV
**F_max**: 0.0666 hartree/bohr
**Highest occupied orbital energy**: -9.22 eV
**HOMO-LUMO gap**: 9.61 eV

ORCA input file:
```
! wB97M-V def2-TZVPD RIJCOSX def2/J DEFGRID3
* xyz 0 1
C -4.896 4.419 -4.833
O -4.057 5.415 -4.271
C -3.421 6.174 -5.272
C -3.021 7.533 -4.654
C -4.305 8.412 -4.411
N -2.201 8.452 -5.487
H -4.346 3.873 -5.600
H -5.702 4.846 -5.430
H -5.178 3.550 -4.238
H -2.458 5.718 -5.501
H -4.031 6.441 -6.135
H -2.519 7.413 -3.694
H -4.220 9.484 -4.234
H -4.891 7.991 -3.594
H -4.991 8.312 -5.253
H -2.744 8.999 -6.141
H -1.635 7.865 -6.083
C 2.360 -0.705 -11.664
O 1.676 0.141 -10.785
C 0.550 -0.413 -10.086
C 0.277 0.440 -8.895
C -0.519 -0.382 -7.888
N -0.624 1.605 -9.170
H 2.961 -0.018 -12.261
H 1.611 -1.056 -12.374
H 2.933 -1.511 -11.206
H -0.300 -0.475 -10.765
H 0.952 -1.363 -9.737
H 1.211 0.728 -8.414
H 0.190 -1.188 -7.696
H -1.474 -0.761 -8.254
H -0.742 0.150 -6.963
H -1.561 1.231 -9.218
H -0.500 1.969 -10.104
C 3.088 -4.701 9.231
O 1.738 -4.901 8.688
C 1.819 -4.588 7.268
C 0.566 -5.073 6.451
C 0.177 -4.327 5.212
N -0.606 -4.893 7.379
H 3.769 -3.937 8.855
H 3.614 -5.651 9.137
H 3.010 -4.403 10.277
H 1.853 -3.506 7.146
H 2.753 -4.877 6.787
H 0.537 -6.145 6.257
H -0.190 -3.314 5.378
H -0.643 -4.952 4.861
H 0.945 -4.294 4.440
H -0.319 -5.425 8.188
H -0.497 -3.933 7.671
C 9.724 -4.001 1.321
O 8.425 -4.365 0.849
C 7.913 -3.360 -0.083
C 6.421 -3.735 -0.240
C 5.819 -2.765 -1.145
N 5.562 -3.854 1.004
H 10.196 -4.883 1.754
H 9.742 -3.227 2.088
H 10.543 -3.692 0.671
H 8.059 -2.400 0.412
H 8.477 -3.261 -1.011
H 6.453 -4.769 -0.583
H 5.648 -1.751 -0.782
H 4.844 -3.230 -1.289
H 6.305 -2.747 -2.120
H 5.491 -2.880 1.261
H 6.205 -4.346 1.608
C -5.221 -2.841 0.299
C -5.420 -2.222 1.624
O -5.436 -0.804 1.469
H -4.204 -2.781 -0.089
H -6.006 -2.530 -0.391
H -5.444 -3.902 0.409
H -4.668 -2.555 2.339
H -6.311 -2.585 2.136
H -5.753 -0.512 2.327
C 1.833 3.479 6.341
C 1.501 2.007 6.711
O 1.984 1.149 5.718
H 1.796 3.779 5.294
H 2.908 3.528 6.514
H 1.284 4.192 6.956
H 0.412 2.046 6.721
H 1.772 1.776 7.741
H 1.407 1.240 4.956
C -5.038 2.646 6.303
C -5.860 1.610 7.117
O -6.850 0.971 6.400
H -5.524 3.554 5.947
H -4.596 2.231 5.397
H -4.182 3.008 6.874
H -6.310 1.953 8.049
H -5.103 0.924 7.495
H -7.571 1.605 6.410
C -1.159 0.971 -1.024
C -0.292 -0.059 -0.286
O -0.462 0.173 1.091
H -0.853 1.118 -2.060
H -1.039 1.884 -0.441
H -2.223 0.733 -1.024
H 0.760 -0.047 -0.568
H -0.549 -1.061 -0.630
H -1.409 0.214 1.246
*
```

(7)
This record from OMol25 describes a molecular structure, C35H45BrF7N3NiO3SiTe in a non-equilibrium geometry. The level of theory is wB97M-V/def2-TZVPD.

Calculated values
**Lowest unoccupied orbital energy (spin up / spin down)**: -1.0 / -0.6 eV
**F_max**: 0.0565 hartree/bohr
**Highest occupied orbital energy (spin up / spin down)**: -7.41 / -8.95 eV
**HOMO-LUMO gap (spin up / spin down)**: 6.45 / 8.32 eV

ORCA input file:
```
! wB97M-V def2-TZVPD RIJCOSX def2/J DEFGRID3
* xyz 0 3
Ni -2.548 -0.429 1.475
O 2.559 1.209 5.525
C 2.538 -0.087 4.889
C 1.368 -0.111 3.975
C 1.327 -0.948 2.848
C 0.202 -0.892 2.038
N -0.840 -0.063 2.273
C -0.771 0.794 3.305
C 0.317 0.786 4.168
C -1.962 1.635 3.488
C -2.027 2.595 4.499
C -3.248 3.143 4.875
C -3.334 4.051 6.089
O -4.681 4.407 6.462
C -4.341 2.799 4.044
C -4.158 1.924 2.982
N -2.997 1.277 2.701
H 3.469 1.385 5.833
H 2.422 -0.884 5.632
H 3.467 -0.303 4.312
H 2.117 -1.667 2.595
H 0.133 -1.497 1.146
H 0.327 1.489 5.010
H -1.111 2.832 5.033
H -2.858 5.001 5.847
H -2.788 3.580 6.926
H -4.988 3.832 7.182
H -5.349 3.191 4.259
H -5.012 1.638 2.355
F -2.197 4.075 -1.291
C -2.351 2.698 -1.338
C -2.265 2.012 -0.128
C -2.542 0.677 -0.087
C -2.746 -0.038 -1.233
C -2.791 0.676 -2.445
F -3.021 -0.022 -3.641
C -2.600 2.046 -2.543
C -2.833 -1.502 -1.058
C -3.305 -2.401 -2.023
C -3.227 -3.784 -1.778
C -2.765 -4.242 -0.536
C -2.462 -3.282 0.432
N -2.506 -1.951 0.180
H -2.027 2.554 0.804
H -2.670 2.577 -3.508
H -3.697 -1.986 -2.961
H -3.529 -4.502 -2.542
H -2.639 -5.297 -0.323
H -2.177 -3.563 1.439
F -4.540 -0.370 1.446
Te -4.075 -1.121 3.983
F -3.963 -2.534 5.247
F -5.636 -1.986 3.291
F -2.714 -0.253 5.017
F -5.301 0.021 4.942
O -2.801 -1.782 2.914
C 2.729 -0.270 -5.580
C 1.722 0.019 -4.473
C 1.335 1.488 -4.536
C 0.446 -0.789 -4.763
Si 2.468 -0.426 -2.732
Br 0.617 -0.478 -1.442
C 3.124 -2.256 -2.585
C 2.221 -3.209 -3.359
C 3.117 -2.676 -1.112
C 4.558 -2.354 -3.114
C 3.578 0.953 -1.915
C 4.665 1.417 -2.898
C 4.234 0.391 -0.661
C 2.718 2.161 -1.537
H 2.291 -0.022 -6.536
H 3.011 -1.329 -5.616
H 3.630 0.322 -5.464
H 0.875 1.700 -5.505
H 2.180 2.178 -4.414
H 0.583 1.731 -3.777
H 0.107 -0.485 -5.759
H -0.369 -0.540 -4.083
H 0.582 -1.867 -4.803
H 1.194 -3.157 -2.980
H 2.579 -4.230 -3.211
H 2.201 -2.969 -4.414
H 2.116 -2.650 -0.661
H 3.816 -2.097 -0.512
H 3.464 -3.712 -1.091
H 4.630 -2.117 -4.165
H 4.878 -3.406 -3.034
H 5.249 -1.716 -2.544
H 5.307 0.619 -3.248
H 5.296 2.161 -2.412
H 4.247 1.912 -3.767
H 4.928 -0.435 -0.891
H 3.499 0.073 0.086
H 4.811 1.204 -0.208
H 2.107 2.548 -2.360
H 3.378 2.971 -1.222
H 2.026 1.938 -0.719
*
```

(8)
This record from OMol25 describes a molecular structure, C40H77BN6NbO7S in a non-equilibrium geometry. The level of theory is wB97M-V/def2-TZVPD.

Calculated values
**Lowest unoccupied orbital energy**: 1.9 eV
**F_max**: 0.0477 hartree/bohr
**Highest occupied orbital energy**: -4.38 eV
**HOMO-LUMO gap**: 6.27 eV

ORCA input file:
```
! wB97M-V def2-TZVPD RIJCOSX def2/J DEFGRID3
* xyz -1 1
C 1.619 2.589 2.546
O 2.606 1.645 2.943
B 2.633 0.504 2.085
O 2.194 -0.712 2.564
Nb 3.494 0.796 -0.097
S 5.488 2.022 0.854
C 1.518 -0.073 -0.808
C 1.427 -1.617 -0.809
C -0.104 -1.958 -0.854
C -0.461 -3.230 -1.629
C -1.994 -3.410 -1.907
C -2.872 -2.237 -1.401
C -4.356 -2.500 -1.698
C -5.316 -1.388 -1.204
C -4.957 -0.780 0.184
C -6.197 -0.589 1.116
C -6.725 0.864 1.180
C -6.853 1.567 -0.183
N -8.154 2.218 -0.432
C -9.283 2.309 0.308
C -10.189 3.043 -0.422
C -9.566 3.401 -1.654
C -8.301 2.866 -1.613
C 4.081 1.344 -2.267
C 3.007 2.218 -2.904
C 2.717 3.528 -2.515
C 1.698 4.224 -3.120
C 0.912 3.688 -4.131
C -0.218 4.528 -4.698
C 1.222 2.407 -4.552
C 2.245 1.700 -3.947
N 4.502 -1.072 -0.050
C 4.816 -1.712 -1.339
C 5.542 -1.179 0.879
C 7.016 -1.032 0.421
O 5.384 -1.437 2.063
H 2.127 3.438 2.060
H 0.926 2.186 1.792
H 1.036 3.007 3.381
H 1.596 -0.539 3.311
H 2.630 2.391 -0.037
H 6.464 1.817 -0.060
H 0.783 0.266 -0.055
H 1.180 0.345 -1.769
H 1.833 -2.075 -1.724
H 1.880 -2.097 0.065
H -0.540 -1.121 -1.421
H -0.545 -1.908 0.150
H -0.108 -4.129 -1.096
H 0.049 -3.263 -2.604
H -2.350 -4.317 -1.394
H -2.182 -3.509 -2.986
H -2.652 -2.031 -0.351
H -2.593 -1.356 -2.001
H -4.659 -3.495 -1.336
H -4.452 -2.536 -2.797
H -6.313 -1.848 -1.104
H -5.402 -0.581 -1.953
H -4.418 0.169 0.054
H -4.292 -1.473 0.713
H -6.965 -1.336 0.875
H -5.833 -0.821 2.129
H -7.669 0.830 1.741
H -6.032 1.417 1.828
H -6.651 0.909 -1.035
H -6.073 2.340 -0.219
H -9.399 1.891 1.297
H -11.195 3.321 -0.135
H -9.977 4.002 -2.456
H -7.513 2.913 -2.352
H 4.153 0.487 -2.952
H 4.987 1.969 -2.252
H 3.306 3.973 -1.715
H 1.477 5.235 -2.767
H -1.065 4.460 -3.990
H -0.604 4.147 -5.653
H 0.043 5.591 -4.757
H 0.624 1.955 -5.347
H 2.413 0.684 -4.313
H 5.663 -1.179 -1.810
H 4.007 -1.681 -2.068
H 5.193 -2.731 -1.152
H 7.118 -0.483 -0.519
H 7.542 -0.518 1.234
H 7.478 -2.030 0.365
C 7.537 -2.775 3.637
C 8.807 -2.111 4.102
O 9.050 -0.934 3.890
N 9.703 -2.882 4.786
C 9.589 -4.286 5.131
H 6.913 -2.048 3.100
H 7.774 -3.594 2.952
H 6.978 -3.155 4.494
H 10.530 -2.382 5.070
H 9.638 -4.393 6.218
H 10.427 -4.832 4.690
H 8.658 -4.715 4.774
C 3.839 -7.169 4.874
C 4.887 -6.361 4.145
O 6.085 -6.541 4.327
N 4.456 -5.419 3.274
C 3.090 -5.068 2.937
H 4.334 -7.879 5.532
H 3.208 -6.515 5.477
H 3.226 -7.724 4.162
H 5.203 -4.912 2.823
H 2.959 -5.212 1.863
H 2.939 -4.013 3.175
H 2.360 -5.670 3.467
C -3.029 3.312 4.108
C -3.764 2.816 2.886
O -4.821 2.205 2.967
N -3.209 3.072 1.675
C -1.972 3.777 1.381
H -3.591 3.034 4.995
H -2.039 2.857 4.165
H -2.937 4.398 4.080
H -3.749 2.713 0.903
H -2.205 4.634 0.748
H -1.313 3.099 0.837
H -1.470 4.120 2.279
C -2.916 2.427 -4.255
C -4.342 2.221 -3.807
O -4.630 1.460 -2.896
N -5.313 2.917 -4.458
C -5.159 3.858 -5.551
H -2.259 1.810 -3.648
H -2.800 2.135 -5.299
H -2.625 3.471 -4.128
H -6.242 2.733 -4.113
H -5.558 4.827 -5.247
H -5.728 3.500 -6.412
H -4.119 3.974 -5.836
*
```

The highest F_max belongs to which entry?
C21H54O19P4

Among the records above, which one has the lowest F_max?
C4H13N2

The highest F_max belongs to which entry?
C21H54O19P4

Which value of F_max does entry 7 give?
0.0565 hartree/bohr